Record 1
{
  "formula": "C4H11S2",
  "method": "ωB97M-V/def2-TZVPD",
  "species": ["C", "C", "C", "S", "H", "H", "H", "H", "H", "H", "H", "H", "C", "S", "H", "H", "H"],
  "xyz": [[-0.6684, -2.0701, 0.2688], [0.6779, -1.6216, -0.3068], [1.2740, -0.4474, 0.4791], [2.1559, 0.7829, -0.5735], [-1.0120, -2.9856, -0.2192], [-1.3669, -1.2254, 0.1583], [-0.6086, -2.2878, 1.3394], [1.3709, -2.4834, -0.4417], [0.4729, -1.2869, -1.3243], [2.0095, -0.8168, 1.2028], [0.4732, -0.0163, 1.0959], [0.7878, 1.4136, -0.8673], [-1.1295, 2.6916, -0.0675], [-0.9106, 1.3992, -1.3826], [-2.1823, 2.7909, 0.2283], [-0.5434, 2.4813, 0.8418], [-0.8004, 3.6820, -0.4316]],
  "forces_ev_per_angstrom": [[0.3, 0.2, 0.3], [-0.2, -0.3, -0.5], [0.6, -0.5, 0.1], [-0.4, 0.1, 0.8], [-0.3, 0.2, -0.1], [0.0, -0.5, -0.2], [0.1, -0.1, 0.1], [-0.2, 0.5, 0.4], [0.0, 0.2, 0.0], [0.0, -0.1, -0.1], [0.2, 0.4, -0.5], [0.4, -0.6, -0.7], [-0.1, 0.2, -0.2], [-0.4, 0.9, 0.7], [0.2, -0.1, -0.1], [-0.1, -0.1, -0.3], [-0.1, -0.4, 0.1]],
  "orbital_gap_ev": 6.673,
  "relative_energy_kj_mol": 29.7,
  "homo_ev": -2.9,
  "charge": -1
}

---

Record 2
{
  "formula": "C54H114CoF6N6O6P",
  "method": "ωB97M-V/def2-TZVPD",
  "species": ["Co", "P", "F", "F", "F", "F", "F", "F", "C", "C", "C", "C", "C", "C", "N", "O", "C", "C", "C", "H", "H", "H", "H", "H", "H", "H", "H", "H", "H", "H", "H", "H", "H", "H", "H", "H", "H", "H", "C", "C", "C", "C", "C", "C", "N", "O", "C", "C", "C", "H", "H", "H", "H", "H", "H", "H", "H", "H", "H", "H", "H", "H", "H", "H", "H", "H", "H", "H", "C", "C", "C", "C", "C", "C", "N", "O", "C", "C", "C", "H", "H", "H", "H", "H", "H", "H", "H", "H", "H", "H", "H", "H", "H", "H", "H", "H", "H", "H", "C", "C", "C", "C", "C", "C", "N", "O", "C", "C", "C", "H", "H", "H", "H", "H", "H", "H", "H", "H", "H", "H", "H", "H", "H", "H", "H", "H", "H", "H", "C", "C", "C", "C", "C", "C", "N", "O", "C", "C", "C", "H", "H", "H", "H", "H", "H", "H", "H", "H", "H", "H", "H", "H", "H", "H", "H", "H", "H", "H", "C", "C", "C", "C", "C", "C", "N", "O", "C", "C", "C", "H", "H", "H", "H", "H", "H", "H", "H", "H", "H", "H", "H", "H", "H", "H", "H", "H", "H", "H"],
  "xyz": [[2.0199, -1.0226, -2.0926], [-0.1541, 0.0907, -0.3331], [-1.7776, -0.1568, -0.3237], [0.1579, -0.6473, -1.7532], [-0.3417, 1.4446, -1.2027], [1.4683, 0.2627, -0.4411], [-0.0367, 1.0342, 1.0486], [0.3618, -1.2651, 0.3815], [-3.0336, -3.0699, -1.1728], [-3.3004, -2.9438, -2.6588], [-4.3618, -4.0105, -2.9440], [-5.0065, -3.8834, -4.2991], [-5.8000, -2.5246, -4.3734], [-4.8421, -1.3129, -4.0369], [-3.9111, -1.6574, -2.8923], [-3.0483, -0.5565, -2.6171], [-4.1922, -1.0291, -5.3850], [-5.7360, -0.1544, -3.6558], [-1.9952, -3.1851, -3.5756], [-2.1053, -2.6655, -0.7695], [-2.9015, -4.1308, -0.9603], [-3.9581, -2.7124, -0.7193], [-3.9099, -4.9924, -2.8032], [-5.1321, -4.0337, -2.1731], [-5.7261, -4.6913, -4.4313], [-4.1930, -3.9944, -5.0161], [-6.6791, -2.5948, -3.7329], [-6.1525, -2.5085, -5.4047], [-3.6446, -1.9274, -5.6701], [-4.9131, -0.6768, -6.1227], [-3.4991, -0.1894, -5.4360], [-5.2101, 0.7953, -3.5579], [-6.5251, 0.0661, -4.3747], [-6.1452, -0.3085, -2.6574], [-1.7965, -4.2186, -3.8592], [-1.2040, -2.7458, -2.9681], [-2.1127, -2.6292, -4.5058], [-3.1272, -0.4602, -1.6652], [4.4073, 4.1529, -0.4544], [3.1363, 4.7516, 0.2383], [3.5215, 6.2543, 0.4999], [2.3232, 7.2463, 0.5014], [1.5290, 6.9662, -0.7225], [1.0543, 5.5136, -0.9429], [2.1738, 4.6205, -0.8511], [1.8069, 3.3334, -1.0740], [-0.0831, 5.1851, 0.1194], [0.6101, 5.4421, -2.4629], [2.9171, 3.9622, 1.5745], [4.6966, 4.6832, -1.3617], [4.2281, 3.0859, -0.5870], [5.2254, 4.2985, 0.2510], [3.9373, 6.3614, 1.5017], [4.3678, 6.6614, -0.0535], [2.6159, 8.2954, 0.4573], [1.7515, 7.0632, 1.4112], [1.9739, 7.4223, -1.6069], [0.5644, 7.4667, -0.6380], [0.2177, 5.5109, 1.1151], [-1.0092, 5.7492, 0.0086], [-0.4976, 4.1786, 0.1766], [0.0053, 4.5590, -2.6692], [0.1069, 6.2793, -2.9466], [1.5729, 5.3764, -2.9696], [1.8644, 4.1201, 1.8090], [3.4149, 4.4260, 2.4261], [3.0080, 2.8782, 1.5060], [1.2193, 3.2449, -0.3200], [0.6686, 2.8466, 5.7636], [-0.1721, 1.7928, 5.0078], [-1.0433, 0.9886, 6.0605], [-2.3032, 1.7580, 6.6222], [-3.1418, 2.0973, 5.4327], [-2.3676, 2.8097, 4.2283], [-1.0450, 2.3237, 3.9557], [-0.3544, 2.8536, 2.8990], [-3.1735, 2.6492, 2.8815], [-2.3609, 4.3149, 4.4727], [0.7673, 0.7240, 4.4072], [1.4039, 2.3675, 6.4101], [-0.0207, 3.5573, 6.2193], [1.1760, 3.3090, 4.9169], [-1.2787, 0.0017, 5.6622], [-0.4651, 0.9815, 6.9845], [-1.9708, 2.6794, 7.1005], [-2.9012, 1.0623, 7.2109], [-3.9410, 2.7226, 5.8307], [-3.6133, 1.1706, 5.1053], [-4.2281, 2.8758, 3.0381], [-2.7415, 3.1597, 2.0207], [-3.2523, 1.5819, 2.6744], [-3.4158, 4.5544, 4.3381], [-2.2234, 4.6563, 5.4987], [-1.8460, 4.8881, 3.7018], [0.1428, 0.0474, 3.8238], [1.3062, 0.1029, 5.1227], [1.5785, 1.2136, 3.8684], [-0.5128, 2.1673, 2.2468], [1.0589, 2.8384, -4.9125], [1.3189, 1.3282, -4.9581], [1.5467, 0.8488, -6.4353], [2.8770, 1.3488, -6.8759], [4.0379, 1.0312, -6.0410], [3.8993, 1.2027, -4.5869], [2.5131, 0.7546, -4.1497], [2.2643, 1.0145, -2.8611], [4.8706, 0.2291, -4.0260], [4.2353, 2.6534, -4.2258], [0.0947, 0.5354, -4.5125], [0.0464, 3.1416, -5.1788], [1.6499, 3.5419, -5.4991], [1.4186, 3.1950, -3.9473], [1.4283, -0.2243, -6.5852], [0.8244, 1.3682, -7.0650], [2.7977, 2.4262, -7.0204], [3.2400, 0.8905, -7.7959], [4.8798, 1.5602, -6.4875], [4.1969, -0.0188, -6.2863], [4.6532, -0.8295, -4.1680], [5.8846, 0.2890, -4.4215], [4.9333, 0.1805, -2.9389], [4.0565, 3.3745, -5.0234], [3.7141, 3.0514, -3.3551], [5.2851, 2.7566, -3.9516], [0.2178, -0.5415, -4.3973], [-0.6605, 0.5830, -5.2970], [-0.3531, 0.9325, -3.6015], [2.2259, 1.9664, -2.9791], [-0.7459, -2.7752, 3.9865], [-2.1958, -3.0617, 3.3625], [-1.8744, -4.0513, 2.2428], [-2.9890, -4.9263, 1.7753], [-3.5614, -5.7085, 2.9898], [-4.0647, -4.7880, 4.1245], [-3.1147, -3.6760, 4.3764], [-3.5356, -2.7299, 5.3859], [-5.5394, -4.3255, 3.8665], [-4.0812, -5.7413, 5.3313], [-2.9021, -1.8249, 2.7515], [-0.8430, -1.9587, 4.7020], [-0.1936, -2.4489, 3.1053], [-0.3123, -3.6742, 4.4246], [-1.4160, -3.5368, 1.3983], [-1.1240, -4.7384, 2.6337], [-2.6139, -5.5150, 0.9382], [-3.7215, -4.2593, 1.3207], [-2.8785, -6.4801, 3.3453], [-4.4598, -6.2603, 2.7132], [-6.1522, -5.1812, 3.5830], [-6.0231, -3.8173, 4.7006], [-5.6041, -3.6116, 3.0453], [-4.8539, -6.4830, 5.1291], [-3.1200, -6.2476, 5.4206], [-4.2589, -5.1846, 6.2514], [-2.2354, -1.2888, 2.0760], [-3.2559, -1.1329, 3.5158], [-3.7326, -2.1678, 2.1344], [-2.8087, -2.7115, 6.0126], [4.1064, -4.6725, 0.0214], [3.0259, -3.5778, 0.0431], [2.5088, -3.4899, 1.4462], [3.4985, -2.8417, 2.4819], [4.0167, -1.5323, 1.9163], [4.5083, -1.5044, 0.4983], [3.4907, -2.2274, -0.4166], [3.8073, -2.1996, -1.6938], [4.5687, 0.0379, 0.0756], [6.0270, -1.9593, 0.3520], [1.8141, -4.1258, -0.7320], [4.6822, -4.7150, -0.9031], [3.7900, -5.6726, 0.3178], [4.7973, -4.4330, 0.8297], [1.5172, -3.0513, 1.5580], [2.3970, -4.5470, 1.6871], [4.3344, -3.4625, 2.8045], [2.8638, -2.5088, 3.3031], [4.8192, -1.3999, 2.6420], [3.2748, -0.7423, 2.0325], [3.7386, 0.5985, 0.5053], [5.4565, 0.5347, 0.4670], [4.5661, 0.2386, -0.9957], [6.7958, -1.4126, 0.8981], [6.1281, -2.9628, 0.7653], [6.4852, -1.9868, -0.6366], [1.5248, -5.1688, -0.6030], [2.1575, -4.1358, -1.7664], [0.8527, -3.6612, -0.5127], [4.6365, -2.6820, -1.7300]],
  "forces_ev_per_angstrom": [[1.2, 1.2, 1.1], [0.0, 3.1, 2.0], [3.1, -0.2, 0.7], [-2.4, -2.1, -2.4], [-0.3, -0.7, 0.6], [2.8, 1.7, -0.1], [-0.9, -2.1, -1.7], [-2.7, -0.5, 0.8], [0.5, -0.8, -0.1], [0.6, -0.6, -1.5], [-0.2, -0.5, 0.2], [-0.6, 0.7, 0.7], [1.8, -1.4, 0.2], [-0.7, -0.8, -0.5], [-1.9, 0.9, -0.6], [0.1, -0.6, -0.6], [1.1, 0.6, -0.1], [0.2, 1.0, 0.9], [-1.2, 0.7, 0.9], [-0.2, 0.8, -0.1], [-0.3, -0.2, 0.1], [0.4, 0.1, 0.6], [0.4, -0.1, -0.3], [-0.2, 0.6, 0.2], [0.1, -0.1, -0.2], [-0.3, 0.2, -0.5], [0.2, 0.1, 0.3], [-0.1, 0.7, 0.0], [-0.2, 0.1, -0.6], [-0.4, -0.7, 0.0], [0.4, 0.0, 0.7], [0.5, 0.0, -0.1], [-0.1, -0.5, -0.1], [-0.4, -0.2, -0.1], [0.0, -0.1, 0.4], [0.5, -0.1, -0.4], [0.2, 0.1, 0.1], [-0.1, 0.2, 0.0], [0.1, 0.2, 1.5], [3.0, 0.0, -0.9], [-0.7, 0.9, 1.3], [0.9, -1.1, -0.2], [-2.0, 0.1, -0.3], [-1.4, 0.7, -0.6], [1.1, 2.8, 0.0], [-0.4, -1.3, 0.3], [-0.1, 0.7, -0.2], [0.3, -0.4, 0.7], [-1.9, 1.1, -0.7], [-0.4, -0.2, -0.1], [0.3, 0.0, -0.3], [0.3, -0.3, 0.1], [0.0, -0.6, 0.3], [-0.3, -0.4, -1.0], [0.3, -0.1, 0.4], [-0.2, 0.2, 0.0], [0.4, -0.5, -0.1], [-0.1, 0.5, -0.1], [0.3, -0.4, 0.1], [0.1, 0.4, -0.7], [0.6, -0.4, -0.1], [0.1, -0.1, 0.0], [-0.2, 0.4, 0.8], [-0.1, -0.3, -0.3], [-0.3, -0.2, 0.3], [0.5, -0.4, -0.3], [0.5, 0.1, -0.1], [-0.8, -1.5, 0.1], [-0.6, -0.3, -1.7], [-0.6, -1.3, 1.5], [-0.2, 2.0, 0.9], [1.4, -1.0, -2.2], [0.1, 0.4, -1.1], [-1.0, 1.3, -0.8], [0.2, -3.0, 2.7], [0.0, 0.9, -0.6], [-0.4, -1.3, 1.2], [-1.8, 0.5, 0.2], [0.0, 0.4, 0.0], [-0.2, 0.2, 0.2], [0.5, 0.1, 0.4], [0.4, 0.6, 0.4], [-0.2, 0.0, 0.2], [0.7, -1.0, -0.3], [-0.1, -0.3, 0.5], [0.3, 0.4, 0.7], [-0.2, 0.4, -0.7], [0.0, 0.0, -0.4], [0.1, 0.7, -0.1], [-0.1, 0.2, 0.3], [0.5, -0.3, -0.3], [-0.2, 0.5, -0.1], [0.9, -0.1, 0.0], [0.4, -0.1, 0.3], [0.3, 0.1, -0.5], [-0.3, 0.1, 0.6], [-0.2, -0.1, -0.7], [0.3, 0.3, -0.4], [1.2, 0.5, 0.7], [0.3, -2.5, -2.0], [0.2, 0.8, 0.6], [0.1, 0.9, -1.7], [0.2, -1.3, -1.2], [-0.4, 0.4, 0.8], [-0.2, -1.2, -5.1], [0.5, 0.3, 2.1], [1.2, -1.7, 2.0], [0.1, 0.5, 0.6], [-0.9, 0.7, 0.4], [-0.2, -0.5, 0.7], [0.5, -0.8, -0.8], [-1.1, 0.3, 0.6], [0.0, -0.1, 0.4], [-0.4, -0.3, 0.1], [0.0, 0.1, -0.2], [-0.9, 0.4, -0.7], [0.3, 0.1, 0.6], [0.4, -0.3, 0.5], [-0.7, -0.1, -0.9], [0.0, 0.6, 0.0], [0.3, 0.9, 0.3], [-0.2, -0.3, -0.2], [-0.2, -0.1, 0.3], [0.1, -0.2, -0.1], [0.6, -0.1, 0.1], [-0.1, 0.3, 0.0], [-0.1, -0.1, 0.0], [-0.5, 1.2, 2.6], [-2.3, 0.6, -0.7], [-0.4, 0.0, 0.6], [0.5, -0.7, 0.5], [-0.8, 0.2, 0.3], [-0.5, 0.8, -1.4], [-0.1, 0.2, 0.7], [1.4, -0.5, 0.0], [-0.2, -0.6, -1.2], [0.5, 0.2, -0.5], [0.1, 0.6, 0.0], [0.8, -0.2, 0.1], [0.4, -0.1, 0.1], [0.5, 0.2, 0.3], [-0.2, 0.1, 0.0], [0.0, 0.3, 0.0], [0.4, 0.0, 0.1], [-0.1, -0.6, 0.2], [-0.6, -0.2, 0.1], [0.4, 0.4, 0.1], [0.0, -0.1, -0.3], [0.0, -0.1, 0.1], [0.3, -0.2, 0.3], [0.2, 0.0, -0.2], [-0.1, -0.1, 0.4], [0.0, 0.0, 0.1], [-0.3, -0.2, 0.0], [0.2, 0.1, 0.0], [0.0, -0.1, 0.0], [-0.2, 0.0, 0.2], [0.1, -0.2, 0.2], [1.1, 0.8, 0.6], [-1.1, -1.3, 0.4], [1.2, -0.4, 2.1], [-1.9, 0.1, -1.5], [0.2, -0.5, 1.1], [1.7, 2.2, -1.7], [-2.2, 0.5, 5.0], [1.3, 0.1, -3.5], [-0.6, -0.5, 0.3], [-0.6, -1.6, 0.3], [0.4, 0.3, -1.3], [0.0, -0.2, -0.1], [-0.6, 0.1, -0.5], [0.3, 0.0, -0.2], [0.2, 0.3, -0.3], [-0.3, 0.0, 0.4], [-0.3, -0.3, 0.0], [0.4, -0.6, 0.5], [0.4, 1.2, -0.5], [-0.1, -0.1, 0.1], [-0.2, -0.2, -0.1], [0.2, -0.4, 0.1], [0.0, -0.3, -0.1], [-0.8, 0.7, 0.4], [0.1, -0.2, -0.2], [-0.6, 0.0, -0.5], [0.8, -0.2, 0.7], [-0.8, 0.3, -0.6], [0.2, 0.9, -0.4], [0.8, -0.2, -1.3]],
  "spin_multiplicity": 4,
  "orbital_gap_ev": [5.610, 4.296],
  "homo_ev": [-9.1, -9.1],
  "charge": 1
}

---

Record 3
{
  "formula": "C23H39HgNO5SSbSe2Te2",
  "method": "ωB97M-V/def2-TZVPD",
  "species": ["Hg", "O", "C", "C", "C", "C", "C", "C", "C", "O", "N", "O", "O", "H", "H", "H", "H", "Se", "Te", "Te", "Se", "C", "C", "C", "C", "Sb", "C", "C", "C", "C", "C", "C", "C", "C", "H", "H", "H", "H", "H", "H", "H", "H", "H", "H", "H", "H", "H", "H", "H", "H", "H", "H", "H", "H", "H", "H", "H", "H", "H", "H", "H", "O", "S", "C", "C", "C", "C", "H", "H", "H", "H", "H", "H", "H", "H"],
  "xyz": [[2.0848, -2.4562, 1.7027], [0.6457, -1.5916, -0.9026], [-0.1687, -2.4552, -1.1487], [0.0291, -3.8978, -1.1821], [-1.0118, -4.6436, -1.7024], [-0.9135, -6.0167, -1.8571], [0.2743, -6.6801, -1.4776], [1.3076, -5.9764, -0.9479], [1.2508, -4.5448, -0.7386], [2.2207, -3.9502, -0.2137], [-1.9986, -6.7540, -2.4120], [-3.0068, -6.1523, -2.7741], [-1.8592, -7.9618, -2.5946], [-1.2055, -2.1566, -1.4344], [-1.9248, -4.1460, -2.0068], [0.3334, -7.7517, -1.6071], [2.2158, -6.4695, -0.6267], [2.9392, -4.3023, 3.2907], [2.2193, -3.1619, 5.4257], [2.6495, 0.1247, 4.5861], [1.8803, 0.0580, 2.1591], [0.4954, 1.2375, -3.7299], [1.0907, 2.4343, -2.9833], [2.5943, 2.4619, -3.2698], [0.4624, 3.7109, -3.5337], [0.9798, 1.9073, -0.8069], [-1.1798, 2.1545, -0.3217], [-1.8507, 0.9010, -0.8896], [-1.3446, 2.1054, 1.1987], [-1.8666, 3.4027, -0.8606], [1.9420, 3.6930, 0.1139], [3.4085, 3.2801, 0.2696], [1.3705, 3.9453, 1.5071], [1.8592, 4.9875, -0.6874], [0.8046, 1.2706, -4.7838], [-0.5950, 1.2547, -3.7139], [0.8273, 0.2836, -3.3123], [2.7649, 2.5511, -4.3517], [3.0860, 1.5474, -2.9297], [3.0879, 3.3081, -2.7878], [0.5845, 3.7286, -4.6268], [0.9342, 4.6111, -3.1402], [-0.6057, 3.7747, -3.3279], [-1.3746, -0.0062, -0.5091], [-1.8245, 0.8683, -1.9791], [-2.9058, 0.8816, -0.5833], [-0.7475, 1.3126, 1.6516], [-2.4010, 1.9102, 1.4331], [-1.0731, 3.0446, 1.6756], [-1.9145, 3.4037, -1.9502], [-1.3644, 4.3183, -0.5385], [-2.9006, 3.4440, -0.4893], [3.5027, 2.3952, 0.9023], [3.9724, 4.0978, 0.7381], [3.8788, 3.0596, -0.6923], [1.3236, 3.0364, 2.1095], [0.3753, 4.3909, 1.4579], [2.0215, 4.6548, 2.0351], [2.4009, 4.9174, -1.6325], [2.3197, 5.8009, -0.1087], [0.8287, 5.2775, -0.9051], [-0.6255, -2.8538, 1.7866], [-1.3314, -1.5926, 2.1864], [-3.0384, -2.1210, 2.5907], [-3.3792, -1.5411, 3.9543], [-2.1148, -1.7353, 4.7896], [-0.9629, -1.2323, 3.9327], [-2.9658, -3.2102, 2.6237], [-3.7095, -1.8279, 1.7843], [-4.2574, -2.0263, 4.3869], [-3.6043, -0.4735, 3.8652], [-1.9694, -2.7948, 5.0139], [-2.1534, -1.2005, 5.7399], [-0.0070, -1.7093, 4.1599], [-0.8101, -0.1540, 4.0006]],
  "forces_ev_per_angstrom": [[0.1, 0.1, 0.5], [0.0, 0.0, 0.1], [0.0, 0.0, 0.0], [0.1, -0.1, 0.0], [-0.1, 0.0, 0.0], [0.0, 0.0, 0.2], [0.0, 0.0, 0.0], [0.0, 0.0, 0.0], [0.0, 0.0, 0.0], [-0.1, 0.1, -0.1], [0.3, 0.1, -0.7], [-0.2, 0.0, 0.2], [-0.1, -0.1, 0.2], [0.0, 0.0, 0.0], [0.0, 0.0, 0.0], [0.0, 0.0, 0.0], [0.0, 0.0, 0.0], [-0.1, 0.1, -0.3], [0.0, 0.0, 0.1], [0.0, 0.0, 0.0], [0.0, -0.3, -0.2], [0.0, 0.0, 0.0], [0.0, 0.0, 0.0], [0.0, 0.0, 0.0], [0.0, 0.0, 0.0], [0.0, 0.1, 0.0], [0.0, 0.0, 0.0], [0.0, 0.0, 0.0], [0.0, 0.0, 0.0], [0.0, 0.0, 0.0], [-0.1, 0.0, -0.1], [0.0, 0.0, 0.0], [0.0, 0.0, 0.0], [0.0, 0.0, 0.0], [0.0, 0.0, 0.0], [0.0, 0.0, 0.0], [0.0, 0.0, 0.0], [0.0, 0.0, 0.0], [0.0, 0.0, 0.0], [0.0, 0.0, 0.0], [0.0, 0.0, 0.0], [0.0, 0.0, 0.0], [0.0, 0.0, 0.0], [0.0, 0.1, 0.0], [0.0, 0.0, -0.1], [0.0, 0.0, 0.0], [0.0, 0.0, 0.0], [0.0, 0.0, 0.0], [0.0, 0.0, 0.0], [0.0, 0.0, 0.0], [0.0, 0.0, 0.0], [0.0, 0.0, 0.0], [0.0, 0.0, 0.0], [0.0, 0.0, 0.0], [0.0, 0.0, 0.0], [0.0, 0.0, 0.0], [0.0, 0.0, 0.0], [0.0, 0.0, 0.0], [0.0, 0.0, 0.0], [0.0, 0.0, 0.0], [0.0, 0.0, 0.0], [0.0, -0.1, 0.0], [-0.1, 0.1, 0.0], [0.0, 0.0, 0.0], [0.0, 0.0, 0.0], [0.0, 0.0, 0.0], [0.0, 0.0, 0.0], [0.0, 0.0, 0.0], [0.0, 0.0, 0.0], [0.0, 0.0, 0.0], [0.0, 0.0, 0.0], [0.0, 0.0, 0.0], [0.0, 0.0, 0.0], [0.0, 0.0, 0.0], [0.0, 0.0, 0.0]],
  "spin_multiplicity": 2,
  "orbital_gap_ev": [4.490, 4.956],
  "relative_energy_kj_mol": 0.0,
  "homo_ev": [-0.6, -1.0],
  "charge": -2
}